# 1
DFT (wB97M-V/def2-TZVPD) results for a molecular structure, C23H29BN6O2Pt.

Structure (XYZ):
```
62
C23H29BN6O2Pt (wB97M-V/def2-TZVPD)
Pt 0.6124 -0.5332 -0.3869
C 3.1181 2.1421 0.1182
C 1.8531 2.0559 0.9051
C 1.5789 2.8635 2.0059
C 0.2921 2.5582 2.3866
C -0.5134 3.1314 3.5052
N -0.1676 1.6191 1.5526
N 0.7806 1.2916 0.6257
B -1.6308 1.1926 1.3600
N -2.1687 1.6681 0.0064
N -1.5758 1.2658 -1.1462
C -2.2547 1.8172 -2.1326
C -1.8581 1.5677 -3.5512
C -3.3127 2.6057 -1.6268
C -3.2186 2.4821 -0.2593
C -4.0688 3.0918 0.8073
N -1.6804 -0.3466 1.4921
N -1.1152 -1.1574 0.5552
C -1.6367 -2.3863 0.7371
C -1.5381 -3.5576 -0.1859
C -2.4760 -2.3608 1.8506
C -2.4874 -1.0572 2.2915
C -3.2683 -0.4697 3.4198
H 3.9232 2.4942 0.7616
H 3.0004 2.8579 -0.6978
H 3.3988 1.1937 -0.3093
H 2.2428 3.5784 2.4611
H 0.0619 3.9112 4.0007
H -0.7617 2.3657 4.2410
H -1.4479 3.5623 3.1493
H -2.3047 1.6620 2.2261
H -0.9958 0.9028 -3.5762
H -1.5944 2.4969 -4.0597
H -2.6702 1.1028 -4.1132
H -4.0396 3.1821 -2.1747
H -4.8424 3.7035 0.3456
H -3.4856 3.7285 1.4746
H -4.5569 2.3322 1.4199
H -0.9599 -3.3496 -1.0707
H -2.5544 -3.8254 -0.4825
H -1.1077 -4.4219 0.3231
H -3.0540 -3.1836 2.2359
H -3.9177 -1.2348 3.8410
H -3.8827 0.3680 3.0944
H -2.6066 -0.1077 4.2078
C 4.2716 -0.0947 -2.6268
C 3.1572 -0.7837 -1.8871
O 2.2028 -0.0387 -1.5777
C 3.2037 -2.1957 -1.6403
C 4.4017 -2.9091 -1.8994
C 4.4681 -4.2692 -1.8169
C 3.2968 -4.9840 -1.4954
C 2.1201 -4.3357 -1.2557
C 2.0308 -2.9174 -1.2944
O 0.8608 -2.4080 -1.0733
H 4.0563 0.9690 -2.6805
H 4.3562 -0.4973 -3.6368
H 5.2277 -0.2481 -2.1267
H 5.2952 -2.3610 -2.1643
H 5.3969 -4.7890 -2.0035
H 3.3298 -6.0651 -1.4373
H 1.2157 -4.8759 -1.0124
```

Values from the calculation:
- DFT total energy (eV) = -41283.194
- frontier orbital gap (hartree) = 0.285
- largest force on an atom (eV Å⁻¹) = 0.51
- relative energy (zero: lowest compared OMol25 entry of this formula, charge and spin) (eV) = 1.094

Atom charges from the Mulliken analysis, given in e for atoms 1 to 6: Pt 0.97; C -1.05; C 0.77; C -1.29; C 0.87; C -1.28


# 2
DFT (wB97M-V/def2-TZVPD) results for C23H29ClN4O4S in the gas phase.

Structure (XYZ):
```
62
C23H29ClN4O4S (wB97M-V/def2-TZVPD)
O -1.9418 2.0272 1.0553
C -1.9268 2.3930 -0.0963
C -2.5989 3.6953 -0.5502
N -1.8729 4.9237 -0.2846
C -1.3454 5.0390 1.0659
C 0.1385 4.6178 1.1380
N 0.4234 3.7162 0.0432
C 1.2576 2.6125 0.2113
C 1.1383 1.8063 1.3459
C 1.8382 0.6231 1.4560
C 2.6796 0.1979 0.4325
O 3.3284 -0.9957 0.4649
C 2.8499 1.0220 -0.6734
C 2.1557 2.2112 -0.7794
C 0.3846 4.3964 -1.2302
C -0.8739 5.2973 -1.2579
N -1.3991 1.6570 -1.1290
C -0.7116 0.4569 -1.0617
C -0.6872 -0.3544 0.0727
C 0.0288 -1.5321 0.0568
S 0.1749 -2.5027 1.5529
O 1.5666 -2.5762 1.9207
O -0.7419 -2.0251 2.5456
N -0.2589 -4.0155 0.9819
C 0.2390 -5.1339 1.7603
C 0.0260 -6.4249 0.9761
C -1.4572 -6.5952 0.6566
C -1.9630 -5.3666 -0.0954
C -1.6796 -4.1070 0.7183
C 0.7130 -1.9677 -1.0614
C 0.6856 -1.1845 -2.2024
C -0.0092 0.0111 -2.1907
Cl 0.0120 0.9969 -3.6135
H -2.8323 3.6619 -1.6165
H -3.5407 3.7602 0.0083
H -1.4486 6.0831 1.3816
H -1.9485 4.4162 1.7246
H 0.3500 4.1333 2.0876
H 0.7860 5.5068 1.0602
H 0.4513 2.0737 2.1320
H 1.7036 -0.0013 2.3273
H 2.9317 -1.5611 1.1521
H 3.5273 0.7130 -1.4542
H 2.3205 2.8219 -1.6533
H 0.3341 3.6491 -2.0254
H 1.2835 5.0136 -1.3998
H -0.5957 6.3301 -1.0296
H -1.3253 5.2880 -2.2526
H -1.3711 2.0905 -2.0447
H -1.2007 -0.0536 0.9709
H 1.2971 -4.9450 1.9437
H -0.2807 -5.1927 2.7283
H 0.5959 -6.3748 0.0473
H 0.3917 -7.2685 1.5624
H -1.6130 -7.4932 0.0566
H -2.0185 -6.7078 1.5867
H -1.4488 -5.2892 -1.0547
H -3.0348 -5.4445 -0.2816
H -1.9663 -3.2090 0.1660
H -2.2449 -4.1252 1.6613
H 1.2669 -2.8898 -1.0232
H 1.2170 -1.4872 -3.0909
```

Values from the calculation:
- DFT total energy (eV) = -61830.250
- SMILES = O=C(CN1CCN(c2ccc(O)cc2)CC1)Nc1cc(S(=O)(=O)N2CCCCC2)ccc1Cl
- frontier orbital gap (hartree) = 0.282
- largest force on an atom (eV Å⁻¹) = 1.04

Atom charges from the Mulliken analysis, given in e for atoms 1 to 6: O -0.62; C 0.90; C -1.38; N 0.09; C -0.87; C -0.77


# 3
DFT (wB97M-V/def2-TZVPD) results for 3 unconnected molecules or ions with the total composition C23H29F17N3O5.

Structure (XYZ):
```
77
C23H29F17N3O5 (wB97M-V/def2-TZVPD)
C 2.6071 -5.6990 0.6526
O 3.9720 -5.7849 1.1989
C 4.3168 -4.5180 1.9258
C 5.0786 -3.4354 0.9584
C 4.7010 -1.8479 1.3071
C 4.1259 -1.0565 -0.0089
C 2.5142 -0.7564 0.0083
C 1.6047 -1.8835 0.7770
C -0.0075 -1.4578 0.9073
C -0.6942 -2.6955 1.7919
N -0.3615 -2.7783 3.2782
C -1.1330 -4.0324 3.6892
C -1.9644 -4.6783 2.3954
N -1.6157 -3.7608 1.2403
C -2.1474 -4.0400 -0.1480
O -3.0596 -5.0449 -0.2482
N -1.7302 -3.3571 -1.4317
C -0.2695 -3.6227 -1.7801
O 0.3050 -4.8299 -1.6256
F 0.5081 -2.4688 -2.3669
H 2.6836 -5.2003 -0.4212
H 1.8507 -5.1224 1.3375
H 2.1585 -6.7955 0.5246
H 5.0947 -4.8627 2.7628
H 3.3844 -3.9923 2.3988
H 4.8379 -3.7206 -0.1508
H 6.2393 -3.5820 1.1095
H 4.0530 -1.7323 2.2791
H 5.7520 -1.3425 1.5626
H 4.6702 -0.0062 -0.0575
H 4.4272 -1.6996 -0.9651
H 2.1637 -0.7677 -1.1329
H 2.2991 0.3606 0.3706
H 1.9454 -2.1193 1.8794
H 1.5840 -2.9359 0.2145
H -0.1116 -0.4153 1.4780
H -0.5211 -1.3035 -0.1337
H 0.2308 -2.1516 3.8776
H -1.1506 -4.5155 4.7758
H -2.6409 -5.6470 2.3582
H -2.2655 -3.8630 -2.1996
C -4.6709 2.7171 1.5292
C -4.1296 4.1529 1.6178
C -2.8327 4.4055 0.8573
F -1.8154 3.6243 1.2795
F -2.4214 5.6914 1.0244
F -4.0154 4.5038 2.9267
F -5.0932 4.9785 1.0982
O -4.3340 1.8419 2.6100
C -3.0453 1.2357 2.5246
C -2.0801 1.7195 3.6151
F -1.9453 3.0697 3.6100
F -0.8348 1.2051 3.4307
F -2.5597 1.4095 1.2711
F -3.2537 -0.1019 2.6594
H -5.7646 2.7959 1.5776
H -4.4746 2.2561 0.5537
H -2.9694 4.2443 -0.2176
H -2.4328 1.4226 4.6077
C 0.3959 3.8373 -2.6861
C -1.1201 3.5990 -2.7703
C -1.5892 2.8344 -4.0029
F -1.2707 3.4552 -5.1590
F -2.9434 2.7042 -4.0001
F -1.7638 4.7907 -2.6491
F -1.4754 2.8744 -1.6617
O 0.8687 5.1025 -3.1590
C 1.0514 5.1959 -4.5709
C 0.0696 6.1663 -5.2410
F -1.2216 5.8466 -4.9729
F 0.2021 6.1409 -6.5942
F 1.0122 3.9499 -5.1029
F 2.3256 5.6369 -4.7527
H 0.6496 3.8372 -1.6182
H 0.9737 3.0035 -3.1026
H -1.1650 1.8246 -4.0244
H 0.2384 7.1914 -4.8967
```

Values from the calculation:
- DFT total energy (eV) = -85207.192
- frontier orbital gap (hartree) = 0.249
- largest force on an atom (eV Å⁻¹) = 10.21
- total charge = +1

Atom charges from the Mulliken analysis, given in e for atoms 1 to 6: C -0.25; O -0.41; C -0.35; C -0.54; C -0.50; C -0.66


# 4
DFT (wB97M-V/def2-TZVPD) results for a molecular structure, C23H29F6N6O4RuS2Te.

Structure (XYZ):
```
72
C23H29F6N6O4RuS2Te (wB97M-V/def2-TZVPD)
Ru -0.9691 0.2544 -0.1184
C -0.2614 0.4857 -4.5877
C 1.0343 0.0192 -4.7222
C 1.8447 -0.0606 -3.5986
C 1.3200 0.2921 -2.3652
N 0.0506 0.7126 -2.2346
C -0.7111 0.8333 -3.3244
C 2.1068 0.2767 -1.1169
C 3.4940 0.3304 -1.0957
C 4.1376 0.3576 0.1297
C 3.3902 0.3452 1.2944
C 2.0045 0.2844 1.2034
N 1.3969 0.2422 0.0142
C 1.1170 0.2892 2.3840
C 1.5826 0.0323 3.6657
C 0.6974 0.0690 4.7322
C -0.6245 0.3952 4.4918
C -1.0138 0.6508 3.1860
N -0.1762 0.5732 2.1519
H -0.9174 0.5825 -5.4409
H 1.4195 -0.2659 -5.6918
H 2.8654 -0.4044 -3.6837
H -1.7045 1.2341 -3.1797
H 4.0610 0.3737 -2.0140
H 5.2176 0.3926 0.1750
H 3.8838 0.3992 2.2533
H 2.6222 -0.2060 3.8380
H 1.0421 -0.1376 5.7363
H -1.3506 0.4509 5.2899
H -2.0320 0.9250 2.9667
C 0.2846 3.9684 -0.3933
Te -1.6354 3.0038 -0.4763
C -2.4185 4.0512 1.2219
H 0.7635 3.7252 0.5524
H 0.1699 5.0449 -0.4876
H 0.8835 3.5939 -1.2210
H -3.0789 4.8296 0.8498
H -1.6003 4.4863 1.7885
H -2.9840 3.3493 1.8269
C -3.0696 -4.4692 1.2276
C -1.5672 -4.3086 1.0160
C -0.8183 -5.2833 1.9466
C -1.1865 -4.6137 -0.4295
N -1.1606 -2.9433 1.4313
N -0.3122 -2.1391 0.6821
H -3.3714 -5.4883 0.9912
H -3.6172 -3.7815 0.5914
H -3.3369 -4.2647 2.2651
H -1.1166 -6.3080 1.7202
H -1.0601 -5.0766 2.9885
H 0.2602 -5.1963 1.8092
H -1.5555 -5.6063 -0.6800
H -0.1035 -4.6360 -0.5779
H -1.6427 -3.9061 -1.1223
H -1.7875 -2.4524 2.0513
H -0.1425 -2.5971 -0.2084
H 0.5685 -2.0081 1.1734
F -4.5366 -2.6869 -2.6713
C -4.3900 -1.3870 -2.8403
F -5.5561 -0.7911 -2.9271
F -3.6658 -1.1480 -3.9286
S -3.4171 -0.6817 -1.4339
O -2.1255 -1.3693 -1.4931
O -3.3245 0.7333 -1.6795
N -4.2465 -1.0797 -0.1681
S -4.0313 -0.2743 1.1675
O -3.0380 0.8001 1.0039
O -3.7961 -1.1216 2.2924
C -5.6417 0.6629 1.4360
F -5.3976 1.9435 1.1732
F -6.5621 0.2067 0.6150
F -6.0246 0.5300 2.6851
```

Values from the calculation:
- DFT total energy (eV) = -89285.538
- frontier orbital gap (alpha / beta) (hartree) = 0.264 / 0.189
- largest force on an atom (eV Å⁻¹) = 1.28
- total charge = +2
- spin multiplicity = 6
- relative energy (zero: lowest compared OMol25 entry of this formula, charge and spin) (eV) = 0.000

Atom charges from the Mulliken analysis, given in e for atoms 1 to 6: Ru 1.98; C -1.15; C -0.65; C -0.93; C 0.59; N 0.72